Record 1
This record from the OMol25 dataset describes a single C4H8N2 molecule. The level of theory is the ωB97M-V functional and the def2-TZVPD basis.

Calculated values
Total energy, eV: -7257.1820
SMILES: CCNCC#N
Frontier orbital gap, eV: 10.39
LUMO level, eV: 0.81
ΔE to the lowest compared entry with this formula, charge and spin, kcal per mole: 15.99

Last column: natural (NBO) charge in e.
Geometry (Å):
1 C 1.9717 -0.6048 -0.2572  -0.610
2 C 0.5628 -0.4160 0.2882  -0.220
3 C -1.4466 0.8732 0.0895  -0.321
4 C -2.3872 -0.2391 -0.1573  0.273
5 H 2.4609 -1.3791 0.3048  0.219
6 H 2.5480 0.3113 -0.0498  0.196
7 H 1.9234 -0.7469 -1.3528  0.222
8 H 0.5402 -0.2071 1.3764  0.154
9 H -0.0002 -1.3567 0.2272  0.197
10 H 0.4305 1.4802 -0.5199  0.369
11 H -1.4727 1.0582 1.1671  0.208
12 H -1.8788 1.7275 -0.4514  0.242
13 N -0.1137 0.6057 -0.4402  -0.608
14 N -3.1384 -1.1063 -0.2245  -0.320

Forces on atoms 1 to 3 (eV/Å):
C -0.4 1.0 0.1
C 0.3 -0.7 0.7
C -0.1 0.3 -0.9

---

Record 2
This record from the OMol25 dataset describes 4 unconnected molecules or ions with the total composition C24H59Br3FN2O13P4. The level of theory is the ωB97M-V functional and the def2-TZVPD basis.

Calculated values
Total energy, eV: -305452.2166
Total charge: -1
Frontier orbital gap, eV: 7.83
LUMO level, eV: 2.18

Last column: Mulliken charge in e.
Geometry (Å):
1 C 3.5950 2.1864 1.2689  -1.237
2 C 3.8414 0.7469 1.6222  0.242
3 Br 5.6556 0.4177 2.1351  -0.238
4 C 2.9146 -0.1985 1.5887  -0.104
5 Br 3.4603 -1.9802 2.0610  -0.136
6 P 1.0500 0.1450 1.1071  0.693
7 N 0.9265 -1.3460 0.1627  -0.646
8 F 1.5486 0.9108 -0.2866  -0.221
9 Br 0.3709 -1.0889 3.1183  -0.451
10 C -0.7866 0.5306 0.7600  -1.417
11 C -1.4780 1.4212 1.7989  1.041
12 O -1.6772 2.7286 1.1980  -0.594
13 C -2.8902 0.8806 2.1172  -1.338
14 N -2.8880 -0.2008 3.1185  -0.546
15 H 4.2275 2.8184 1.8930  0.460
16 H 2.5499 2.4684 1.3208  0.326
17 H 3.9396 2.3565 0.2432  0.234
18 H 1.1019 1.3471 1.8751  0.050
19 H 1.8056 -1.5939 -0.2710  0.090
20 H 0.5537 -2.1123 0.7035  0.353
21 H -1.3321 -0.4135 0.7128  0.461
22 H -0.8197 1.0132 -0.2149  0.248
23 H -0.9023 1.5410 2.7205  0.228
24 H -2.6157 2.8441 1.0211  0.320
25 H -3.2757 0.4424 1.1926  0.480
26 H -3.5689 1.6823 2.4393  0.113
27 H -2.1567 0.0186 3.7830  0.263
28 H -2.6271 -1.0443 2.6258  0.318
29 O -4.0064 4.5433 6.5474  -0.749
30 P -5.3683 4.0059 6.6204  1.029
31 O -5.9893 3.7647 5.1770  -0.346
32 C -5.3894 2.7874 4.3004  -0.451
33 C -5.7348 1.3732 4.7279  -0.940
34 O -6.3031 5.2519 7.0882  -0.331
35 C -5.7305 6.4693 7.5560  -0.258
36 C -5.6766 7.5042 6.4517  -1.196
37 O -6.1761 2.9148 7.4581  -0.244
38 C -5.6656 2.4913 8.7417  -0.278
39 C -5.7349 3.5912 9.7823  -1.034
40 H -4.3072 2.9300 4.2661  0.344
41 H -5.7827 2.9771 3.3032  0.325
42 H -5.2639 1.1302 5.6816  0.202
43 H -5.3828 0.6553 3.9865  0.388
44 H -6.8117 1.2592 4.8579  0.301
45 H -4.7392 6.2977 7.9764  0.348
46 H -6.3722 6.8223 8.3672  0.334
47 H -5.1734 7.1071 5.5705  0.298
48 H -5.1477 8.3989 6.7849  0.364
49 H -6.6855 7.7893 6.1493  0.286
50 H -4.6404 2.1334 8.6257  0.312
51 H -6.2772 1.6434 9.0436  0.350
52 H -5.0291 4.3936 9.5593  0.252
53 H -5.4904 3.1915 10.7669  0.420
54 H -6.7324 4.0288 9.8116  0.251
55 O 6.0403 -5.1753 -2.8071  -0.747
56 P 4.7549 -5.8677 -2.6604  0.914
57 O 4.1332 -6.2181 -4.0971  -0.317
58 C 4.8327 -7.1134 -4.9648  -0.354
59 C 4.7053 -8.5633 -4.5327  -0.950
60 O 3.6900 -4.7634 -2.1803  -0.421
61 C 4.0985 -3.4655 -1.7274  0.115
62 C 3.9714 -2.4426 -2.8333  -1.222
63 O 4.1171 -7.0538 -1.8049  -0.262
64 C 4.6993 -7.3819 -0.5198  -0.263
65 C 4.4835 -6.2878 0.5072  -1.069
66 H 5.8839 -6.8181 -5.0276  0.299
67 H 4.3921 -6.9813 -5.9523  0.312
68 H 5.2272 -8.7435 -3.5917  0.233
69 H 5.1336 -9.2230 -5.2887  0.398
70 H 3.6588 -8.8272 -4.3816  0.249
71 H 5.1125 -3.4935 -1.3299  0.402
72 H 3.4365 -3.2029 -0.9023  0.050
73 H 4.5009 -2.7665 -3.7309  0.417
74 H 4.3728 -1.4797 -2.5151  0.387
75 H 2.9228 -2.3093 -3.1037  0.250
76 H 5.7647 -7.5902 -0.6458  0.304
77 H 4.2195 -8.3050 -0.1999  0.331
78 H 5.0622 -5.3941 0.2669  0.263
79 H 4.7936 -6.6334 1.4936  0.444
80 H 3.4345 -5.9967 0.5454  0.272
81 O -0.8268 0.9183 -5.3679  -0.767
82 P 0.5522 1.1997 -5.7803  1.057
83 O 1.2530 2.2684 -4.8412  -0.380
84 C 1.4849 1.9345 -3.4506  -0.556
85 C 2.6411 0.9718 -3.2865  -0.465
86 O 0.4199 2.0999 -7.1328  -0.355
87 C -0.8306 2.2596 -7.7919  -0.252
88 C -1.4920 3.5631 -7.3945  -1.195
89 O 1.8301 0.3907 -6.2883  -0.253
90 C 1.6559 -0.9300 -6.8464  -0.220
91 C 0.9324 -0.9032 -8.1783  -1.118
92 H 0.5737 1.5256 -3.0109  0.381
93 H 1.7009 2.8732 -2.9455  0.325
94 H 2.3988 -0.0077 -3.7008  -0.045
95 H 2.8735 0.8428 -2.2306  0.233
96 H 3.5266 1.3378 -3.8091  0.363
97 H -1.4885 1.4134 -7.5910  0.347
98 H -0.6188 2.2608 -8.8644  0.333
99 H -1.5668 3.6462 -6.3106  0.297
100 H -2.4936 3.6360 -7.8228  0.363
101 H -0.9014 4.4108 -7.7457  0.285
102 H 1.1247 -1.5608 -6.1305  0.301
103 H 2.6566 -1.3407 -6.9654  0.359
104 H -0.1136 -0.6156 -8.0559  0.267
105 H 0.9587 -1.8913 -8.6388  0.426
106 H 1.3955 -0.1822 -8.8517  0.262

Forces on atoms 1 to 3 (eV/Å):
C 0.8 0.0 -0.3
C -0.4 0.3 0.0
Br 0.2 0.1 -0.1

---

Q: Number 1 is which compound?
A: C4H8N2

---

Q: Which value of LUMO level does entry 2 give?
A: 2.18 eV

---

Q: The lowest LUMO level belongs to which entry?
A: C4H8N2